# C4H9NO2

One molecule with the formula C4H9NO2 (the ωB97M-V functional and the def2-TZVPD basis, OMol25).

The relative energy (zero: lowest compared OMol25 entry of this formula, charge and spin) is 12.03 kcal/mol. As for the structure (SMILES): C[C@@H](O)CC(N)=O. For the total energy, the calculation gives -363.06636 Eh. For the highest occupied orbital energy, the calculation gives -9.65 eV. As for the spin multiplicity: 1.

Each line ends with the natural charge from an NBO analysis.
Positions of all 16 atoms, in Å:
1 O -1.02 -0.46 1.05  -0.73
2 O -0.05 1.48 -2.49  -0.62
3 N -1.61 1.40 -0.85  -0.84
4 C 0.65 0.64 -0.35  -0.53
5 C 1.21 -1.32 1.21  -0.62
6 C 0.19 -0.66 0.31  0.10
7 C -0.36 1.21 -1.34  0.67
8 H 2.06 -1.66 0.61  0.21
9 H -1.63 -1.05 0.59  0.48
10 H 1.57 -0.65 1.99  0.21
11 H -2.33 1.71 -1.48  0.40
12 H -0.05 -1.36 -0.51  0.16
13 H -1.83 1.07 0.08  0.42
14 H 0.89 1.40 0.41  0.23
15 H 1.56 0.44 -0.92  0.24
16 H 0.75 -2.19 1.69  0.22

***

# C4H9NO2

One molecule with the formula C4H9NO2 at a distorted geometry (the ωB97M-V functional and the def2-TZVPD basis, OMol25).

The relative energy (zero: lowest compared OMol25 entry of this formula, charge and spin) is 54.11 kcal/mol. As for the structure (SMILES): C[C@@H](CO)NC=O. For the total energy, the calculation gives -362.99930 Eh. For the highest occupied orbital energy, the calculation gives -9.79 eV. As for the spin multiplicity: 1.

Each line ends with the natural charge from an NBO analysis.
Positions of all 16 atoms, in Å:
1 O -0.07 -1.90 1.00  -0.73
2 O 1.73 -1.41 -0.82  -0.64
3 N 1.21 0.58 0.25  -0.66
4 C 2.00 -0.25 -0.50  0.51
5 C -1.03 1.21 -0.61  -0.64
6 C -0.50 0.42 0.56  0.02
7 C -1.08 -1.05 0.59  -0.08
8 H 1.71 1.49 0.34  0.40
9 H -0.69 0.64 -1.48  0.22
10 H -0.55 2.18 -0.59  0.21
11 H -1.54 -1.33 -0.38  0.15
12 H -1.92 -1.18 1.31  0.19
13 H 0.63 -1.74 0.33  0.48
14 H 2.99 0.13 -0.86  0.14
15 H -0.76 0.87 1.54  0.21
16 H -2.12 1.33 -0.67  0.22

***

# C4H9NO2

One molecule with the formula C4H9NO2 (the ωB97M-V functional and the def2-TZVPD basis, OMol25).

The relative energy (zero: lowest compared OMol25 entry of this formula, charge and spin) is 100.72 kcal/mol. For the total energy, the calculation gives -362.92503 Eh. For the highest occupied orbital energy, the calculation gives -6.51 eV. As for the spin multiplicity: 1.

Each line ends with the natural charge from an NBO analysis.
Positions of all 16 atoms, in Å:
1 O 0.28 0.05 1.38  -0.53
2 O -1.09 -0.43 -0.46  -0.54
3 N 0.70 0.32 -1.72  -0.41
4 C -0.63 0.89 2.07  -0.26
5 C -0.46 0.57 -1.14  0.16
6 C 1.34 -0.85 -1.87  -0.47
7 C -0.35 -0.94 0.66  0.21
8 H -0.84 1.58 -1.08  0.17
9 H -1.50 1.12 1.45  0.18
10 H -1.11 -1.48 1.24  0.15
11 H 0.45 -1.62 0.34  0.18
12 H -0.10 1.81 2.31  0.19
13 H 2.31 -0.83 -2.36  0.19
14 H 1.18 1.15 -2.05  0.41
15 H 0.78 -1.75 -1.75  0.19
16 H -0.96 0.41 3.00  0.17

***

The lowest relative energy (zero: lowest compared OMol25 entry of this formula, charge and spin) belongs to which entry?
number 1